(1)
{
  "formula": "C57H114AgFFeN4O13",
  "method": "the ωB97M-V functional and the def2-TZVPD basis",
  "symbols": ["Fe", "Ag", "C", "C", "C", "C", "C", "C", "N", "O", "C", "C", "C", "H", "H", "H", "H", "H", "H", "H", "H", "H", "H", "H", "H", "H", "H", "H", "H", "H", "H", "C", "C", "C", "C", "C", "C", "N", "O", "C", "C", "C", "H", "H", "H", "H", "H", "H", "H", "H", "H", "H", "H", "H", "H", "H", "H", "H", "H", "H", "H", "C", "C", "C", "C", "C", "C", "N", "O", "C", "C", "C", "H", "H", "H", "H", "H", "H", "H", "H", "H", "H", "H", "H", "H", "H", "H", "H", "H", "H", "H", "C", "C", "C", "C", "C", "C", "N", "O", "C", "C", "C", "H", "H", "H", "H", "H", "H", "H", "H", "H", "H", "H", "H", "H", "H", "H", "H", "H", "H", "H", "C", "C", "O", "C", "H", "H", "H", "H", "H", "H", "C", "C", "O", "C", "H", "H", "H", "H", "H", "H", "C", "C", "O", "C", "H", "H", "H", "H", "H", "H", "C", "C", "O", "C", "H", "H", "H", "H", "H", "H", "C", "C", "O", "C", "H", "H", "H", "H", "H", "H", "C", "C", "O", "C", "H", "H", "H", "H", "H", "H", "C", "C", "O", "C", "O", "O", "F", "H", "H", "H"],
  "coordinates": [[2.1513, 5.2713, -1.8560], [-0.3152, 2.6250, -3.4409], [-1.1168, 2.6633, -0.4126], [0.0973, 1.7874, -0.0882], [-0.5461, 0.3031, 0.1466], [0.3202, -0.9256, -0.1291], [1.0365, -0.7448, -1.3852], [1.9186, 0.5614, -1.4942], [1.0323, 1.7466, -1.3321], [1.6372, 3.0318, -1.6351], [2.2452, 0.4670, -2.9442], [3.1419, 0.4062, -0.6189], [0.8285, 2.2535, 1.2066], [-0.8018, 3.6611, -0.7180], [-1.8287, 2.9044, 0.3769], [-1.6813, 2.2474, -1.2472], [-1.5738, 0.2708, -0.2155], [-0.6333, 0.4121, 1.2276], [-0.3075, -1.8146, -0.0685], [0.9881, -1.2210, 0.6801], [0.2694, -0.7193, -2.1591], [1.6229, -1.6500, -1.5430], [2.9105, -0.3772, -3.1255], [2.8393, 1.3013, -3.3170], [1.5080, 0.2750, -3.7238], [2.9115, -0.2411, 0.2273], [3.5493, 1.3783, -0.3410], [4.0435, -0.0658, -1.0092], [1.7350, 1.6558, 1.3021], [0.3165, 2.1202, 2.1596], [1.3388, 3.2045, 1.0536], [-1.3341, -5.7555, -4.9215], [0.1069, -5.2670, -5.2419], [0.5451, -4.4574, -3.9832], [2.0327, -4.1156, -3.8320], [2.8790, -5.3131, -4.1172], [2.4294, -6.1146, -5.4819], [0.9933, -6.3803, -5.4893], [0.5659, -7.1194, -6.5399], [3.0270, -5.4604, -6.8056], [3.0653, -7.5386, -5.2824], [-0.1024, -4.2786, -6.4570], [-1.8256, -6.2949, -5.7312], [-2.0574, -5.0201, -4.5691], [-1.2294, -6.4944, -4.1270], [-0.0885, -3.5880, -3.8074], [0.4072, -5.2270, -3.2237], [2.1751, -3.4198, -3.0052], [2.1437, -3.4529, -4.6902], [2.7363, -6.0430, -3.3203], [3.8767, -4.8907, -4.2364], [2.4855, -4.5613, -7.0996], [4.0307, -5.0515, -6.6893], [2.9072, -6.2055, -7.5921], [4.1510, -7.5643, -5.3747], [3.0298, -7.8540, -4.2396], [2.6977, -8.3139, -5.9546], [0.3273, -4.7027, -7.3645], [0.1529, -3.2190, -6.4628], [-1.1374, -4.2122, -6.7923], [0.0301, -7.8226, -6.1658], [-8.3601, 1.0725, 1.3990], [-7.1109, 0.1464, 1.6996], [-6.4268, -0.4306, 0.5226], [-5.6891, 0.6789, -0.2542], [-4.7826, 1.3306, 0.6864], [-5.3280, 1.7941, 2.0473], [-6.2206, 0.8565, 2.6202], [-6.7653, 1.3722, 3.7870], [-4.0727, 1.9507, 2.9421], [-5.8165, 3.2321, 1.9589], [-7.6380, -1.1376, 2.4857], [-9.0054, 1.3064, 2.2457], [-8.9349, 0.5823, 0.6133], [-8.0746, 2.0274, 0.9578], [-5.8721, -1.3621, 0.6347], [-7.1469, -0.7328, -0.2378], [-6.4381, 1.3405, -0.6892], [-5.0635, 0.2555, -1.0400], [-4.2935, 2.1710, 0.1939], [-3.9573, 0.6309, 0.8185], [-3.6743, 0.9701, 3.2025], [-3.3032, 2.5815, 2.4970], [-4.3914, 2.4461, 3.8592], [-6.1240, 3.5825, 2.9442], [-5.0368, 3.9685, 1.7644], [-6.6504, 3.5976, 1.3596], [-6.9318, -1.9486, 2.6636], [-8.4520, -1.5339, 1.8786], [-8.0719, -0.8108, 3.4308], [-7.3219, 2.0817, 3.4577], [1.8494, 2.4896, 5.3608], [0.4823, 2.3822, 6.0819], [0.7288, 2.2228, 7.7007], [1.3279, 3.4641, 8.3444], [0.2436, 4.5952, 8.1848], [-0.0820, 4.8980, 6.6365], [-0.3887, 3.5972, 5.9072], [-0.6110, 3.8897, 4.5495], [-1.3698, 5.7173, 6.6260], [1.0543, 5.7184, 5.9257], [-0.2598, 1.1767, 5.4860], [2.5005, 3.3142, 5.6510], [1.7022, 2.5929, 4.2858], [2.4182, 1.5758, 5.5331], [-0.0780, 1.7041, 8.2186], [1.4867, 1.4872, 7.9699], [2.2738, 3.7503, 7.8845], [1.5791, 3.2484, 9.3829], [0.6538, 5.5077, 8.6174], [-0.6008, 4.1584, 8.7179], [-1.3786, 6.3960, 5.7731], [-2.3124, 5.2208, 6.3954], [-1.4743, 6.3526, 7.5055], [0.9754, 5.6412, 4.8413], [1.0485, 6.7831, 6.1593], [2.0485, 5.3835, 6.2216], [-1.3250, 1.3943, 5.5639], [0.1001, 0.2793, 5.9892], [0.0127, 1.0351, 4.4401], [-1.5678, 3.9589, 4.5138], [4.4522, 0.0176, -6.5680], [4.0104, 0.1535, -8.0424], [4.8258, 0.5643, -8.8295], [2.6268, -0.2764, -8.3244], [5.4481, 0.4434, -6.4458], [4.5364, -1.0689, -6.5460], [3.8485, 0.4635, -5.7775], [2.0546, -0.1835, -7.4014], [2.6550, -1.3264, -8.6156], [2.3862, 0.3958, -9.1480], [-1.1567, 6.1693, 1.1618], [0.3649, 6.1100, 0.7820], [0.8390, 5.6007, -0.1679], [1.3112, 6.6558, 1.7960], [-1.4763, 7.2001, 1.0086], [-1.3980, 5.7081, 2.1195], [-1.6857, 5.5679, 0.4225], [2.2758, 7.0007, 1.4235], [1.7073, 5.8663, 2.4346], [0.8534, 7.4830, 2.3384], [-3.0085, -0.8891, -3.1645], [-2.1028, -0.3883, -4.3179], [-1.6197, 0.7709, -4.2259], [-1.9089, -1.3716, -5.5362], [-2.5714, -1.8196, -2.8021], [-4.0508, -1.0880, -3.4138], [-3.0180, -0.1181, -2.3941], [-1.1356, -2.0976, -5.2855], [-1.3981, -0.7411, -6.2640], [-2.7747, -1.8134, -6.0294], [1.0871, -4.1273, 2.7615], [1.7776, -4.9745, 1.7578], [2.9944, -5.2412, 1.7245], [0.8889, -5.6960, 0.7493], [0.9733, -4.6567, 3.7075], [0.0151, -4.0221, 2.5950], [1.4922, -3.1220, 2.8776], [0.8375, -6.7813, 0.8369], [1.2097, -5.4707, -0.2678], [-0.0660, -5.2261, 0.9848], [5.7428, 5.0758, 0.0729], [4.4750, 4.4450, 0.4471], [3.4653, 4.8559, -0.0793], [4.3779, 3.3545, 1.5221], [6.4728, 4.2728, -0.0287], [6.1770, 5.8069, 0.7549], [5.5836, 5.4851, -0.9247], [5.0965, 3.5613, 2.3152], [4.5382, 2.3494, 1.1322], [3.4407, 3.4723, 2.0660], [-3.3441, -2.2257, 4.3798], [-2.5045, -3.0205, 3.4959], [-2.1901, -4.1435, 3.8524], [-2.3156, -2.7401, 2.0815], [-3.0730, -2.4301, 5.4156], [-4.3946, -2.4719, 4.2253], [-3.1801, -1.1494, 4.3278], [-2.2790, -1.6508, 2.0897], [-3.1765, -3.1395, 1.5454], [-1.5105, -3.3493, 1.6706], [6.3153, -2.0296, -1.7129], [5.4438, -3.1970, -2.1942], [5.3527, -3.9713, -1.0434], [6.1245, -3.5726, -0.0242], [6.1646, -4.1431, 0.9776], [6.8240, -2.4089, -0.4512], [6.0204, -3.9131, -3.1147], [5.8435, -1.0475, -1.7437], [7.2086, -1.8526, -2.3119], [4.4588, -2.8979, -2.5527]],
  "molar_mass_g_mol": 1246.3,
  "e_homo_ev": [-9.246, -9.817],
  "lumo_energy_ev": [-3.2, -3.4],
  "charge": 1,
  "orbital_gap_ev": [6.04, 6.41],
  "spin_multiplicity": 6,
  "total_energy_ha": -4947.1888
}


(2)
{
  "formula": "C57H114F12N4O9S",
  "method": "the ωB97M-V functional and the def2-TZVPD basis",
  "symbols": ["C", "C", "C", "C", "N", "C", "C", "C", "C", "C", "C", "C", "H", "H", "H", "H", "H", "H", "H", "H", "H", "H", "H", "H", "H", "H", "H", "H", "H", "H", "H", "H", "H", "H", "H", "H", "C", "C", "C", "C", "N", "C", "C", "C", "C", "C", "C", "C", "H", "H", "H", "H", "H", "H", "H", "H", "H", "H", "H", "H", "H", "H", "H", "H", "H", "H", "H", "H", "H", "H", "H", "H", "C", "C", "C", "C", "N", "C", "C", "C", "C", "C", "C", "C", "H", "H", "H", "H", "H", "H", "H", "H", "H", "H", "H", "H", "H", "H", "H", "H", "H", "H", "H", "H", "H", "H", "H", "H", "C", "C", "C", "C", "N", "C", "C", "C", "C", "C", "C", "C", "H", "H", "H", "H", "H", "H", "H", "H", "H", "H", "H", "H", "H", "H", "H", "H", "H", "H", "H", "H", "H", "H", "H", "H", "C", "O", "O", "C", "F", "F", "F", "C", "C", "H", "H", "H", "H", "H", "H", "C", "O", "O", "C", "F", "F", "F", "C", "C", "H", "H", "H", "H", "H", "H", "C", "O", "O", "C", "F", "F", "F", "C", "C", "H", "H", "H", "H", "H", "H", "C", "F", "F", "F", "S", "O", "O", "O"],
  "coordinates": [[-1.6343, -2.5485, -7.3434], [-0.4370, -3.4066, -7.6952], [0.6006, -3.5829, -6.5347], [1.6876, -4.7145, -6.7748], [2.7919, -4.8124, -5.6717], [1.9465, -5.2425, -4.4115], [2.9837, -5.8318, -3.4402], [4.0798, -6.3852, -4.3429], [3.6638, -6.0724, -5.7954], [3.5770, -3.4800, -5.3493], [4.2447, -2.8661, -6.6183], [4.5706, -1.3815, -6.4117], [-1.2137, -1.5643, -7.5497], [-1.8413, -2.4995, -6.2743], [-2.5758, -2.7487, -7.8547], [0.1904, -3.0470, -8.5107], [-0.9078, -4.3561, -7.9501], [-0.0879, -3.9418, -5.7697], [1.0283, -2.6061, -6.3086], [2.2434, -4.4536, -7.6754], [1.2836, -5.7034, -6.9910], [1.3249, -4.3993, -4.1105], [1.2476, -5.9841, -4.7984], [3.3669, -5.0652, -2.7667], [2.7137, -6.6237, -2.7416], [5.0627, -6.1637, -3.9270], [3.8541, -7.4516, -4.3454], [4.2449, -6.0217, -6.7161], [2.9526, -6.8022, -6.1821], [4.2356, -3.7932, -4.5392], [2.8926, -2.7518, -4.9143], [3.4880, -2.7364, -7.3920], [5.1292, -3.3917, -6.9780], [5.5846, -1.3696, -6.0119], [3.9579, -0.8311, -5.6977], [4.4617, -0.7512, -7.2943], [-8.1842, -3.6261, 0.9356], [-6.7377, -3.6535, 1.6038], [-6.2275, -5.0498, 1.9587], [-4.6702, -5.0546, 2.1350], [-4.2450, -5.9086, 3.4043], [-2.7008, -5.7176, 3.5894], [-2.2653, -7.1339, 3.9879], [-3.4661, -8.1088, 3.9864], [-4.4266, -7.3849, 3.1623], [-4.9580, -5.7101, 4.8341], [-5.1282, -4.1624, 5.2023], [-5.8294, -3.8794, 6.5195], [-8.6312, -2.6418, 1.0751], [-8.7614, -4.3839, 1.4652], [-8.2393, -3.6588, -0.1525], [-6.8119, -3.0351, 2.4983], [-6.1188, -3.0528, 0.9374], [-6.4451, -5.6347, 1.0650], [-6.8625, -5.3804, 2.7806], [-4.3411, -4.0316, 2.3177], [-4.0074, -5.3929, 1.3386], [-2.5627, -4.8154, 4.1853], [-2.1792, -5.5024, 2.6569], [-1.5989, -7.1603, 4.8501], [-1.5740, -7.3505, 3.1734], [-3.8737, -8.3955, 4.9558], [-3.3380, -9.0718, 3.4921], [-5.4359, -7.6462, 3.4802], [-4.3186, -7.7429, 2.1385], [-4.2762, -6.2025, 5.5275], [-5.9850, -6.0751, 4.8428], [-5.6799, -3.5612, 4.4795], [-4.1425, -3.6976, 5.1811], [-5.5854, -4.7089, 7.1833], [-6.9171, -3.8412, 6.4603], [-5.4943, -2.8907, 6.8329], [9.2442, 1.2049, 0.0349], [8.1288, 0.5934, 0.9220], [8.5545, -0.7508, 1.5204], [7.4149, -1.6436, 2.0930], [7.8494, -2.4621, 3.3735], [8.0351, -1.4088, 4.4748], [6.8453, -1.4192, 5.3431], [5.8200, -2.2796, 4.7048], [6.6700, -3.3261, 3.9936], [9.0436, -3.4196, 3.2168], [8.7383, -4.5983, 2.2873], [10.0115, -5.0932, 1.4212], [9.2239, 0.6641, -0.9112], [10.1645, 1.0836, 0.6063], [9.0083, 2.1897, -0.3683], [7.3704, 0.3591, 0.1749], [7.7326, 1.1766, 1.7532], [9.2577, -0.5670, 2.3326], [9.1473, -1.3094, 0.7961], [7.1685, -2.3503, 1.3006], [6.5197, -1.1694, 2.4952], [8.9361, -1.6772, 5.0264], [8.0266, -0.3756, 4.1279], [7.1236, -1.9175, 6.2717], [6.5804, -0.3947, 5.6047], [5.3145, -2.8000, 5.5182], [5.1575, -1.8036, 3.9819], [7.0811, -3.9371, 4.7972], [6.0646, -3.9191, 3.3080], [9.3484, -3.7033, 4.2242], [9.7295, -2.7276, 2.7281], [7.8698, -4.4124, 1.6554], [8.4875, -5.4533, 2.9151], [9.7217, -5.9138, 0.7649], [10.8760, -5.3792, 2.0204], [10.4381, -4.2174, 0.9323], [-7.0980, 11.1329, -8.5321], [-5.5976, 10.7831, -8.4491], [-5.4162, 9.2826, -8.7014], [-4.0341, 8.6597, -8.2930], [-3.9394, 7.0876, -8.2723], [-2.5214, 6.7261, -7.8179], [-1.7205, 6.3344, -9.0567], [-2.7315, 6.3869, -10.3228], [-4.1220, 6.4150, -9.6716], [-5.0194, 6.5286, -7.2745], [-5.1631, 7.1647, -5.9499], [-6.2757, 6.5528, -5.1049], [-7.8111, 10.4062, -8.1428], [-7.4419, 11.5108, -9.4949], [-7.3502, 11.9999, -7.9215], [-5.1985, 10.9957, -7.4573], [-5.1733, 11.4961, -9.1561], [-5.5013, 9.1572, -9.7808], [-6.3072, 8.7803, -8.3245], [-3.6579, 9.1568, -7.3988], [-3.2437, 8.9708, -8.9761], [-2.4176, 6.0366, -6.9801], [-2.1139, 7.6402, -7.3860], [-1.2581, 5.3479, -9.0249], [-0.8638, 6.9587, -9.3107], [-2.6265, 5.5046, -10.9542], [-2.6357, 7.2873, -10.9296], [-4.2852, 5.4056, -9.2940], [-4.9874, 6.6392, -10.2952], [-4.8544, 5.4535, -7.2030], [-5.9219, 6.6589, -7.8716], [-5.5330, 8.1899, -5.9579], [-4.2437, 7.1293, -5.3655], [-7.2365, 6.5503, -5.6196], [-6.3756, 6.9134, -4.0812], [-5.9446, 5.5664, -4.7800], [0.8272, 11.4353, -2.5250], [1.7469, 10.4658, -2.0049], [0.8718, 11.4520, -3.9326], [-0.5366, 11.4532, -1.8520], [-1.1326, 12.6615, -1.9743], [-1.3505, 10.4862, -2.3384], [-0.4898, 11.2507, -0.5332], [1.6738, 9.0618, -2.3425], [2.6522, 8.2898, -1.4271], [2.7303, 8.6416, -0.3984], [2.3095, 7.2553, -1.4493], [3.6044, 8.5046, -1.9123], [1.9988, 8.9668, -3.3786], [0.7350, 8.5462, -2.1403], [1.3274, 12.3082, -2.1056], [-3.6574, -6.0980, 13.5864], [-3.2025, -5.0597, 12.6605], [-4.2362, -5.4385, 14.7518], [-4.7357, -6.9736, 12.8472], [-4.2806, -7.3526, 11.6815], [-5.0234, -8.1453, 13.4446], [-5.9834, -6.4949, 12.6609], [-2.0253, -5.0522, 11.9720], [-1.5272, -3.6886, 11.6941], [-2.0772, -2.9178, 11.1543], [-1.3821, -3.2482, 12.6805], [-0.5999, -3.7685, 11.1267], [-2.2893, -5.5336, 11.0304], [-1.2369, -5.6418, 12.4399], [-2.7454, -6.6356, 13.8457], [-0.4681, 0.8144, 1.2524], [-0.9789, 0.8481, 2.5954], [0.2615, -0.3923, 1.1093], [-1.4628, 1.2536, 0.0527], [-2.2221, 0.2360, -0.3467], [-2.1987, 2.3275, 0.4288], [-0.7452, 1.6522, -1.0307], [-1.1389, 2.1635, 3.2985], [-1.9274, 1.8130, 4.6513], [-1.3264, 1.0430, 5.1350], [-2.2291, 2.6618, 5.2650], [-2.8544, 1.3422, 4.3238], [-1.8372, 2.6857, 2.6444], [-0.2676, 2.8091, 3.4084], [0.2722, 1.6144, 1.2415], [2.1159, 3.9908, 11.0408], [2.4874, 2.9121, 10.3803], [1.5444, 4.7270, 10.1174], [1.1172, 3.8198, 11.9000], [3.5965, 4.8635, 12.0109], [3.0665, 6.1448, 12.5753], [3.8978, 3.8304, 13.0245], [4.5582, 5.1024, 10.9751]],
  "molar_mass_g_mol": 1259.6,
  "de_lowest_ev": 15.340,
  "e_homo_ev": -4.036,
  "lumo_energy_ev": -2.1,
  "orbital_gap_ev": 1.96,
  "total_energy_ha": -4732.1223
}